C7H12N2O2 in the gas phase in a non-equilibrium geometry. Source: the OMol25 dataset; level of theory: ωB97M-V/def2-TZVPD.

```
! RIJCOSX wB97M-V def2-TZVPD def2/J DEFGRID3
* xyz 0 1
C -2.2364 0.3186 1.1512
C -1.1799 -0.7462 0.7953
C 0.0510 -0.2754 0.0727
C 0.7945 -1.4546 -0.4613
C 2.0790 -1.1534 -1.2208
N -0.3578 0.6026 -1.0721
C -0.1560 1.9418 -0.8297
O -0.8305 2.8818 -1.1494
N 0.8740 1.9271 0.1489
C 0.9057 0.7607 0.8726
O 1.5014 0.4930 1.8990
H -1.7302 1.0228 1.7869
H -3.0354 -0.2000 1.6766
H -2.5481 0.8689 0.2562
H -1.5660 -1.4467 0.0933
H -0.9348 -1.3359 1.7070
H 1.0384 -2.0020 0.4971
H 0.1333 -2.0732 -1.0184
H 2.4850 -2.1105 -1.7135
H 3.0085 -0.8325 -0.7127
H 1.8521 -0.3645 -1.9669
H -1.3392 0.3856 -1.3726
H 1.1914 2.7922 0.5604
*
```

Calculated values
E_HOMO in eV: -10.0921
Kohn-Sham gap in eV: 10.85
SMILES: CCC1(CC)NC(=O)NC1=O

2 unconnected molecules or ions with the total composition C3H10N2O in a non-equilibrium geometry. Source: the OMol25 dataset; level of theory: ωB97M-V/def2-TZVPD.

```
! RIJCOSX wB97M-V def2-TZVPD def2/J DEFGRID3
* xyz 0 1
C -1.2567 1.7780 -1.7511
C -1.6124 1.3618 -0.2411
O -1.8819 0.2076 0.0283
H -0.1371 1.7927 -2.0492
H -1.7609 1.1795 -2.3968
H -1.7810 2.6990 -1.8758
H -1.2471 2.0828 0.5486
N -0.2645 -1.6315 0.7186
C 1.0385 -0.8433 1.1520
N 2.2473 -1.5075 0.6367
H -0.7245 -1.8834 1.5374
H 0.0428 -2.4937 0.2124
H 0.9878 -0.4371 2.1101
H 0.9693 0.0472 0.4864
H 2.9881 -1.1505 1.2112
H 2.3922 -1.2015 -0.3277
*
```

Calculated values
E_HOMO in eV: -8.8274
Kohn-Sham gap in eV: 9.76
SMILES: CC=O.NCN

C2H4N2S2 in the gas phase in a non-equilibrium geometry. Source: the OMol25 dataset; level of theory: ωB97M-V/def2-TZVPD.

```
! RIJCOSX wB97M-V def2-TZVPD def2/J DEFGRID3
* xyz 0 1
N 2.1958 -0.1392 -0.1828
N 0.9286 0.3623 -0.0630
C -0.0285 -0.5063 -0.0334
C -1.3805 0.0254 0.0301
S -2.6792 -1.0094 -0.0922
S -1.6189 1.7844 -0.0791
H 2.8746 0.4767 0.1411
H 2.4160 -1.0481 0.2857
H 0.2207 -1.5276 -0.0624
H -2.9286 1.5818 0.0561
*
```

Calculated values
E_HOMO in eV: -8.7409
Kohn-Sham gap in eV: 7.88
SMILES: N/N=C/C(=S)S

A molecular structure, C27H28ClCoN4OS. Source: the OMol25 dataset; level of theory: ωB97M-V/def2-TZVPD.

```
! RIJCOSX wB97M-V def2-TZVPD def2/J DEFGRID3
* xyz 0 1
Co -0.0957 -0.1558 0.1955
Cl -2.4240 0.8033 2.5341
C -0.9313 -0.1704 2.0552
H -1.2530 -1.2053 2.2272
H -0.2228 0.0580 2.8556
C 5.2623 -6.7723 8.1785
C 4.4407 -6.5452 6.9409
C 4.2236 -7.5593 6.0152
C 3.4725 -7.3459 4.8723
C 2.8960 -6.1035 4.6278
N 2.1127 -5.9513 3.4679
C 1.8229 -4.8250 2.7241
O 0.8931 -4.8079 1.9457
N 2.6984 -3.7796 2.9102
C 2.6314 -2.5075 2.3328
C 3.7132 -1.6490 2.5173
C 3.6736 -0.3747 1.9849
C 2.5506 0.0188 1.2788
N 1.5105 -0.8024 1.1087
C 1.5353 -2.0402 1.6121
C 3.0797 -5.0853 5.5607
C 3.8528 -5.3108 6.6886
H 5.6707 -7.7815 8.1993
H 4.6624 -6.6361 9.0796
H 6.0970 -6.0724 8.2339
H 4.6595 -8.5364 6.1828
H 3.3347 -8.1467 4.1568
H 1.5993 -6.7560 3.1450
H 3.5335 -3.9768 3.4386
H 4.5807 -1.9839 3.0737
H 4.4994 0.3096 2.1106
H 2.4604 0.9987 0.8330
H 0.6771 -2.6650 1.4325
H 2.5889 -4.1300 5.4363
H 3.9797 -4.5040 7.4007
C 0.8023 0.0470 -1.2787
H 1.8674 -0.1791 -1.4210
H 0.3942 0.4307 -2.2201
N -1.7110 0.3821 -0.7676
S -2.7769 1.5063 -0.4678
C -4.4286 0.8084 -0.3755
C -5.5480 1.6235 -0.4604
C -6.8026 1.0608 -0.3031
C -6.9290 -0.3032 -0.0575
C -5.8023 -1.1025 0.0360
C -4.5382 -0.5461 -0.1159
C -2.9789 2.4125 -2.0070
C -2.4418 3.6893 -2.0596
C -2.4949 4.4016 -3.2517
C -3.0771 3.8294 -4.3724
C -3.6105 2.5460 -4.3122
C -3.5649 1.8330 -3.1266
H -1.8547 -0.0514 -1.6751
H -5.4458 2.6838 -0.6555
H -7.6831 1.6851 -0.3719
H -7.9118 -0.7386 0.0674
H -5.9005 -2.1607 0.2389
H -3.6393 -1.1424 -0.0256
H -1.9818 4.1194 -1.1797
H -2.0802 5.3991 -3.3005
H -3.1178 4.3836 -5.3002
H -4.0651 2.1037 -5.1883
H -3.9911 0.8387 -3.0687
*
```

Calculated values
E_HOMO (alpha / beta) in eV: -7.0689 / -7.0791
Kohn-Sham gap (alpha / beta) in eV: 7.67 / 7.68

6 unconnected molecules or ions with the total composition C36H33ClF12NO2PS in a non-equilibrium geometry. Source: the OMol25 dataset; level of theory: ωB97M-V/def2-TZVPD.

```
! RIJCOSX wB97M-V def2-TZVPD def2/J DEFGRID3
* xyz 0 1
C 5.7746 4.7427 0.1727
C 4.5584 5.2892 -0.6035
C 3.3194 5.4425 0.2894
Cl 2.6183 3.8207 0.5086
P 2.1613 6.5545 -0.6694
N 2.8644 8.1282 -0.6458
S 0.3337 6.7142 0.5208
O 0.4478 6.0787 1.7942
O -0.1399 8.0566 0.4976
C -0.8650 5.7459 -0.5511
F -0.2349 4.6411 -0.9065
F -1.0979 6.4762 -1.6177
C -2.1573 5.3813 0.2101
F -1.9078 4.2831 0.9049
F -2.4896 6.3567 1.0246
C -3.3733 5.0778 -0.7299
F -2.9874 4.6663 -1.9202
F -4.1120 4.1385 -0.1994
F -4.0953 6.1637 -0.8743
H 6.5355 5.5093 0.2177
H 5.4536 4.4418 1.1596
H 6.1748 3.9020 -0.3708
H 4.7464 6.2572 -1.0602
H 4.2772 4.6255 -1.4096
H 3.5570 5.8999 1.2442
H 3.7401 8.0680 -0.1297
H 3.1453 8.2846 -1.6077
F 1.6025 1.6699 -1.6316
C 0.5564 1.0220 -1.0817
C 0.2585 -0.2552 -1.5109
C -0.8134 -0.9253 -0.9397
C -1.5738 -0.3121 0.0437
C -1.2641 0.9758 0.4595
C -0.1887 1.6496 -0.1025
H 0.8624 -0.7184 -2.2814
H -1.0511 -1.9323 -1.2592
H -2.4071 -0.8382 0.4868
H -1.8599 1.4563 1.2244
H 0.0724 2.6470 0.2141
F -2.7606 -3.0829 -6.6680
C -3.2778 -2.2416 -5.7511
C -4.5248 -1.6929 -5.9719
C -5.0556 -0.8304 -5.0238
C -4.3338 -0.5231 -3.8785
C -3.0795 -1.0824 -3.6773
C -2.5462 -1.9526 -4.6169
H -5.0678 -1.9401 -6.8745
H -6.0346 -0.3976 -5.1800
H -4.7491 0.1528 -3.1426
H -2.5151 -0.8405 -2.7878
H -1.5731 -2.4055 -4.4759
F -3.8021 -0.6079 2.4037
C -3.1228 -1.2516 3.3786
C -2.4459 -2.4142 3.0666
C -1.7391 -3.0672 4.0651
C -1.7265 -2.5571 5.3564
C -2.4174 -1.3892 5.6492
C -3.1186 -0.7248 4.6534
H -2.4715 -2.7993 2.0553
H -1.1972 -3.9741 3.8328
H -1.1767 -3.0704 6.1340
H -2.4102 -0.9927 6.6555
H -3.6557 0.1919 4.8586
F 2.8381 -3.6879 3.8468
C 2.9504 -3.4439 2.5260
C 3.9858 -4.0275 1.8172
C 4.0986 -3.7819 0.4579
C 3.1820 -2.9557 -0.1765
C 2.1510 -2.3775 0.5505
C 2.0311 -2.6224 1.9111
H 4.6932 -4.6664 2.3306
H 4.9009 -4.2384 -0.1064
H 3.2703 -2.7647 -1.2384
H 1.4363 -1.7343 0.0598
H 1.2280 -2.1853 2.4907
F -0.2836 -4.5400 1.4236
C 0.1816 -5.6545 0.8192
C -0.6557 -6.3428 -0.0358
C -0.1844 -7.4885 -0.6599
C 1.1067 -7.9340 -0.4149
C 1.9311 -7.2295 0.4520
C 1.4729 -6.0768 1.0719
H -1.6624 -5.9836 -0.2068
H -0.8272 -8.0344 -1.3372
H 1.4697 -8.8307 -0.8997
H 2.9369 -7.5780 0.6468
H 2.1091 -5.5133 1.7405
*
```

Calculated values
E_HOMO in eV: -9.2540
Kohn-Sham gap in eV: 9.49
SMILES: CC[C@H](Cl)P(N)S(=O)(=O)C(F)(F)C(F)(F)C(F)(F)F.Fc1ccccc1.Fc1ccccc1.Fc1ccccc1.Fc1ccccc1.Fc1ccccc1

A molecular structure, C22H37GeN3O5RuSSeSi in a non-equilibrium geometry. Source: the OMol25 dataset; level of theory: ωB97M-V/def2-TZVPD.

```
! RIJCOSX wB97M-V def2-TZVPD def2/J DEFGRID3
* xyz 1 2
Ru -0.4142 -0.1060 0.2662
O 2.6264 -2.1665 -2.3834
C 2.0369 -1.4745 -1.4255
O 1.0302 -1.8385 -0.8614
C 2.7947 -0.2018 -1.1057
O 2.0851 0.5882 -0.1828
C 2.1567 1.9905 -0.4075
C 0.7638 2.4958 -0.9922
O 0.7765 3.1230 -2.0263
O -0.2121 2.1673 -0.2651
H 2.1715 -3.0052 -2.5715
H 2.9896 0.3336 -2.0413
H 3.7628 -0.5100 -0.6790
H 2.9595 2.2620 -1.0932
H 2.2996 2.4808 0.5625
C -5.3567 1.7365 -2.4650
Si -4.8889 0.0465 -3.2007
C -5.5379 -0.1198 -4.9815
C -5.5328 -1.4548 -2.2206
C -2.9759 0.0057 -3.2549
C -2.2708 0.0789 -4.4490
C -0.8879 0.1859 -4.4617
C -0.2207 0.1714 -3.2489
N -0.8618 0.0313 -2.1034
C -2.2001 -0.0139 -2.0927
S -2.8615 -0.1105 -0.4897
H -6.4270 1.9040 -2.5355
H -4.8615 2.5436 -2.9991
H -5.0729 1.8086 -1.4192
H -6.6220 -0.0674 -4.9835
H -5.2638 -1.0723 -5.4257
H -5.1821 0.6701 -5.6350
H -6.6153 -1.5103 -2.2829
H -5.2638 -1.4096 -1.1705
H -5.1395 -2.3828 -2.6267
H -2.8077 0.0719 -5.3837
H -0.3345 0.2853 -5.3813
H 0.8544 0.2673 -3.2015
C 2.9538 3.1494 4.3935
Ge 1.1522 2.9842 5.1964
C 1.2330 2.4713 7.1146
C 0.0451 4.5965 4.8864
C 0.3637 1.3739 4.2408
Se 0.1412 1.6971 2.3091
C -1.7496 2.1053 2.3819
H 3.4494 4.0544 4.7294
H 2.8703 3.1818 3.3102
H 3.5745 2.3009 4.6678
H 1.6952 3.2610 7.6980
H 1.8207 1.5674 7.2447
H 0.2370 2.2993 7.5110
H 0.5512 5.4638 5.3015
H -0.9218 4.5088 5.3727
H -0.1008 4.7607 3.8228
H -0.5822 1.0391 4.6652
H 1.0996 0.5770 4.3544
H -1.9312 2.8531 3.1527
H -2.3011 1.1890 2.6024
H -2.0259 2.4862 1.3999
N -2.3893 -4.8357 4.1780
C -1.8785 -3.8774 3.3871
C -1.1121 -2.8252 3.9164
C -0.6175 -1.8633 3.0720
N -0.8412 -1.8480 1.7564
C -1.5662 -2.8458 1.2392
C -2.0853 -3.8685 1.9960
H -2.2070 -4.8351 5.1664
H -2.8852 -5.6179 3.7894
H -0.9117 -2.7760 4.9747
H 0.0083 -1.0700 3.4561
H -1.7205 -2.8245 0.1656
H -2.6538 -4.6569 1.5288
*
```

Calculated values
E_HOMO (alpha / beta) in eV: -10.6415 / -10.6678
Kohn-Sham gap (alpha / beta) in eV: 5.99 / 7.03
⟨S²⟩: 0.87

A molecular structure, C8H12NO in a non-equilibrium geometry. Source: the OMol25 dataset; level of theory: ωB97M-V/def2-TZVPD.

```
! RIJCOSX wB97M-V def2-TZVPD def2/J DEFGRID3
* xyz 1 1
C -2.4747 -2.2060 1.9836
C -2.1414 -0.8554 1.9211
C -1.8045 -2.8073 0.9339
C -1.2928 -0.6643 0.8319
C -0.8433 1.7595 0.6908
C -0.6060 0.5121 0.4166
C 1.0120 0.9874 -1.8608
C 2.0654 -0.1218 -0.1582
N 0.7856 0.1059 -0.7720
O -1.1437 -1.8739 0.2260
H -3.1639 -2.7942 2.6105
H -2.4545 -0.1962 2.6662
H -1.4948 -3.8399 0.6600
H -0.2367 2.5601 0.2628
H -1.7215 2.0355 1.1741
H 1.5473 1.7401 -1.4814
H 1.5483 0.5483 -2.6025
H 0.0956 1.4267 -2.2866
H 1.9730 -0.9024 0.6009
H 2.7514 -0.3394 -0.8748
H 2.4415 0.8091 0.3665
H 0.3489 -0.8989 -1.0405
*
```

Calculated values
E_HOMO in eV: -12.2983
Kohn-Sham gap in eV: 8.61

C4H12N2S in the gas phase in a non-equilibrium geometry. Source: the OMol25 dataset; level of theory: ωB97M-V/def2-TZVPD.

```
! RIJCOSX wB97M-V def2-TZVPD def2/J DEFGRID3
* xyz 0 1
N 2.1085 -0.5543 -2.4263
C 1.6310 -1.2923 -1.2770
C 0.1996 -1.0506 -0.8152
N 0.1094 -0.3945 0.4789
C -1.1591 0.3962 0.6105
C -1.2249 0.9800 1.9645
S -2.7710 2.0712 2.2404
H 1.5432 0.1534 -2.8706
H 3.0932 -0.3008 -2.3794
H 2.2069 -1.2613 -0.3330
H 1.7087 -2.3684 -1.4850
H -0.3593 -1.9656 -0.8147
H -0.2998 -0.4102 -1.5988
H 0.6913 0.1990 1.0563
H -1.9914 -0.3028 0.5294
H -1.3305 1.0262 -0.2704
H -1.6436 0.3064 2.7245
H -0.3118 1.4813 2.3154
H -2.2005 3.2870 2.3503
*
```

Calculated values
E_HOMO in eV: -8.7122
Kohn-Sham gap in eV: 9.64
SMILES: NCCNCCS

2 unconnected molecules or ions with the total composition C4H9N2O in a non-equilibrium geometry. Source: the OMol25 dataset; level of theory: ωB97M-V/def2-TZVPD.

```
! RIJCOSX wB97M-V def2-TZVPD def2/J DEFGRID3
* xyz 1 1
C -0.5266 -0.0315 1.4218
C 0.7748 -2.2272 0.2298
C -0.1807 2.3984 -0.2237
C 0.1070 0.9960 -0.6441
N 0.1810 -2.6851 -0.7767
N 0.0172 -0.1221 0.2559
O 1.4524 -2.2937 1.1365
H -0.9090 0.9709 1.7201
H -0.5798 -0.9370 1.9896
H -1.2916 2.6299 0.0640
H 0.3591 2.6717 0.6674
H 0.0672 3.1386 -0.9299
H 1.1920 0.9619 -1.0612
H -0.6074 0.5425 -1.5133
H -0.7702 -2.4846 -1.1155
H 0.7145 -3.5288 -1.2208
*
```

Calculated values
E_HOMO in eV: -14.8414
Kohn-Sham gap in eV: 10.40

Number 1: total energy -14529.790 eV. Number 2: total energy -8298.486 eV. Number 3: total energy -26787.780 eV. Number 4: total energy -97442.062 eV. Number 5: total energy -108707.560 eV. Number 6: total energy -181273.821 eV. Number 7: total energy -12018.131 eV. Number 8: total energy -18156.174 eV. Number 9: total energy -9312.570 eV.